# 1
Entry from OMol25: C4H5N3 as an isolated structure in a non-equilibrium geometry (ωB97M-V/def2-TZVPD).

Output
Relative energy (zero: lowest compared OMol25 entry of this formula, charge and spin) (eV): 5.076
Spin multiplicity: 1
Energy (eV): -8694.73644
Largest force on an atom (eV/A): 5.0

```
12
Properties=species:S:1:pos:R:3:forces:R:3
N 2.516 -0.294 -0.278 0.77 0.23 -0.08
C 0.457 -0.336 -0.016 -4.23 -2.57 0.48
N 1.371 -1.182 -0.162 0.16 1.49 0.11
C -1.396 -0.970 0.192 0.75 1.32 -0.21
C -1.954 0.241 0.199 0.21 -0.06 -0.01
C -0.958 1.289 0.108 0.40 0.79 -0.05
N 0.301 1.028 0.011 -0.68 -0.40 0.02
H 2.929 -0.377 -1.194 0.29 -0.43 0.13
H 3.152 -0.464 0.484 0.28 -0.40 -0.25
H -2.152 -1.803 0.274 1.83 0.10 -0.19
H -2.998 0.544 0.261 0.14 -0.41 0.05
H -1.268 2.322 0.122 0.09 0.33 0.01
```
Forces are in eV/Å.

# 2
Entry from OMol25: a 2-piece molecular cluster, C4H5N3 overall in a non-equilibrium geometry (ωB97M-V/def2-TZVPD).

Output
Relative energy (zero: lowest compared OMol25 entry of this formula, charge and spin) (eV): 3.162
Spin multiplicity: 1
Energy (eV): -8696.65068
Largest force on an atom (eV/A): 1.2

```
12
Properties=species:S:1:pos:R:3:forces:R:3
C -1.687 0.863 0.718 -0.28 0.07 0.12
N 0.012 -0.505 -0.953 0.46 -0.25 -0.11
C 1.107 -0.818 -0.396 -0.23 0.07 -0.15
C 2.198 -1.462 -1.097 0.82 -0.50 -0.64
N 3.047 -1.964 -1.701 -0.71 0.42 0.57
C 0.645 1.570 1.616 -1.12 -0.17 -0.50
N -0.393 1.284 1.151 0.90 0.18 0.61
H -1.729 -0.224 0.629 0.07 0.29 0.18
H -1.912 1.273 -0.269 0.07 0.05 0.26
H -2.402 1.207 1.461 -0.16 0.07 -0.07
H -0.019 -0.760 -1.938 0.17 -0.11 -0.04
H 1.267 -0.574 0.656 0.03 -0.12 -0.23
```
Forces are in eV/Å.

# 3
Entry from OMol25: a 2-piece molecular cluster, C4H5N3O overall in a non-equilibrium geometry (ωB97M-V/def2-TZVPD).

Output
Relative energy (zero: lowest compared OMol25 entry of this formula, charge and spin) (eV): 9.719
Spin multiplicity: 1
Energy (eV): -10737.89558
Largest force on an atom (eV/A): 10.5

```
13
Properties=species:S:1:pos:R:3:forces:R:3
C 0.641 0.111 0.360 -2.02 -2.22 2.68
C 0.188 1.465 0.051 0.11 5.59 2.43
C -0.281 -0.910 -0.064 0.75 3.13 -3.84
C -0.893 -0.573 -1.312 -2.58 5.44 -8.65
H 2.097 0.757 1.741 -2.85 -0.67 0.09
H 2.355 -0.596 1.249 -3.16 0.07 1.02
H -0.172 1.630 -1.115 0.64 0.10 3.30
H 0.090 -2.114 0.993 -1.74 -3.08 -1.45
H -2.200 -2.487 0.301 4.06 0.62 -0.41
N 1.395 -0.078 1.612 5.35 0.07 -2.81
N -0.467 -2.270 -0.008 -0.16 0.14 6.35
N -1.219 -0.090 -2.409 1.85 -3.77 7.40
O 0.243 2.414 1.031 -0.25 -5.42 -6.11
```
Forces are in eV/Å.

# 4
Entry from OMol25: a 2-piece molecular cluster, C4H5N3O overall (ωB97M-V/def2-TZVPD).

Output
Relative energy (zero: lowest compared OMol25 entry of this formula, charge and spin) (eV): 4.383
Spin multiplicity: 1
Energy (eV): -10743.23169
Largest force on an atom (eV/A): 0.6

```
13
Properties=species:S:1:pos:R:3:forces:R:3
C 0.820 -0.583 0.194 0.19 0.16 -0.11
C -0.468 -1.015 0.423 -0.26 -0.43 0.36
N 0.422 1.786 0.347 0.05 -0.20 -0.07
C 1.223 0.745 0.223 -0.27 0.08 0.03
O 1.777 -1.573 -0.026 -0.12 0.07 -0.08
N -1.296 -1.735 0.901 0.25 0.44 -0.25
C -1.839 0.572 -0.734 -0.27 -0.10 -0.19
N -2.741 0.196 -1.366 0.29 0.05 0.21
H 1.820 -1.772 -0.970 -0.01 0.02 0.08
H -2.226 -1.851 0.511 0.03 0.03 -0.05
H -0.589 1.601 0.104 0.14 -0.03 0.05
H 0.806 2.714 0.263 0.01 -0.10 0.02
H 2.291 0.915 0.131 -0.02 0.01 0.00
```
Forces are in eV/Å.

# 5
Entry from OMol25: one molecule with the formula C4H5N3O in a non-equilibrium geometry (ωB97M-V/def2-TZVPD).

Output
Relative energy (zero: lowest compared OMol25 entry of this formula, charge and spin) (eV): 2.010
Spin multiplicity: 1
Energy (eV): -10745.60510
Largest force on an atom (eV/A): 4.7
SMILES string: [H]/N=C1/NC(N)=CC1=O

```
13
Properties=species:S:1:pos:R:3:forces:R:3
C -0.845 0.087 -0.133 -1.63 1.12 0.97
C -0.100 1.292 -0.093 -4.52 -1.15 -0.12
C 1.211 0.916 -0.186 3.93 0.52 1.44
C 1.220 -0.715 -0.184 3.86 0.27 1.37
H -2.693 1.000 0.175 1.20 -2.42 -0.09
H -2.892 -0.802 -0.020 2.47 2.37 0.35
H -0.680 2.220 0.173 1.43 -0.86 -0.56
H 3.084 -1.056 0.156 0.69 0.94 0.15
H -0.413 -2.033 0.013 0.41 1.93 -0.51
N -2.203 0.040 0.160 -1.80 0.00 -0.79
N 2.198 -1.507 0.189 -3.88 0.86 -1.61
N -0.103 -1.061 -0.277 -1.08 -1.91 0.36
O 2.215 1.619 0.027 -1.07 -1.67 -0.95
```
Forces are in eV/Å.

# 6
Entry from OMol25: one molecule with the formula C4H5N3O in a non-equilibrium geometry (ωB97M-V/def2-TZVPD).

Output
Relative energy (zero: lowest compared OMol25 entry of this formula, charge and spin) (eV): 2.333
Spin multiplicity: 1
Energy (eV): -10745.28171
Largest force on an atom (eV/A): 3.3
SMILES string: C/N=C(\C#N)NC=O

```
13
Properties=species:S:1:pos:R:3:forces:R:3
C -2.197 -0.442 -0.145 1.10 -0.72 1.06
C -0.014 -0.236 0.061 2.74 0.94 0.68
C 2.522 0.178 0.211 -2.38 -0.48 -0.59
C -0.156 1.256 -0.011 -0.13 0.12 -0.02
H -2.522 -0.006 0.760 -0.64 0.20 1.25
H -2.870 -1.134 -0.491 -1.78 -1.66 -0.64
H -2.162 0.350 -0.821 0.25 1.26 -1.47
H 1.387 -1.614 -0.144 0.46 -0.70 -0.22
H 2.310 1.164 0.743 0.41 -1.06 -0.53
N -0.899 -1.106 0.071 -2.14 0.95 -0.67
N 1.298 -0.669 0.151 2.33 2.27 0.33
N -0.235 2.409 -0.060 0.07 -1.22 0.07
O 3.537 -0.150 -0.327 -0.29 0.09 0.75
```
Forces are in eV/Å.

# 7
Entry from OMol25: one molecule with the formula C4H5N3O in a non-equilibrium geometry (ωB97M-V/def2-TZVPD).

Output
Relative energy (zero: lowest compared OMol25 entry of this formula, charge and spin) (eV): 4.188
Spin multiplicity: 1
Energy (eV): -10743.42680
Largest force on an atom (eV/A): 4.2
SMILES string: [H]/N=C1\N=CN=C1OC

```
13
Properties=species:S:1:pos:R:3:forces:R:3
C 2.610 -0.093 0.127 1.87 0.13 -1.07
C 0.374 0.020 -0.189 -2.44 -0.09 1.33
C -1.171 -1.496 0.055 -1.26 3.27 -0.67
C -0.920 0.653 -0.080 -3.35 -0.38 0.50
H 2.386 -1.037 -0.531 0.81 1.54 1.81
H 2.727 -0.307 1.330 0.14 0.47 -3.42
H 3.559 0.525 -0.504 -2.83 -1.74 2.57
H -1.534 -2.496 0.095 -0.13 -0.59 0.18
H -2.439 1.575 0.091 3.44 1.83 0.19
N 0.187 -1.236 -0.101 2.05 -2.18 -0.08
N -1.945 -0.430 0.081 2.58 -1.23 -0.50
N -1.291 1.847 0.045 -3.61 -0.74 -0.35
O 1.411 0.746 -0.016 2.73 -0.29 -0.49
```
Forces are in eV/Å.

# 8
Entry from OMol25: C4H5N3O as an isolated structure in a non-equilibrium geometry (ωB97M-V/def2-TZVPD).

Output
Relative energy (zero: lowest compared OMol25 entry of this formula, charge and spin) (eV): 6.957
Spin multiplicity: 1
Energy (eV): -10740.65778
Largest force on an atom (eV/A): 10.6

```
13
Properties=species:S:1:pos:R:3:forces:R:3
C 1.807 0.587 1.152 0.38 0.83 1.76
C 0.946 0.051 0.185 1.28 1.39 3.52
C -1.535 0.103 -0.475 1.25 -0.45 2.26
C 0.822 -1.285 -0.362 8.16 1.98 0.31
H 2.895 0.238 1.849 -3.63 0.56 -3.20
H 1.412 1.602 1.663 0.94 -2.41 -1.48
H -0.387 1.808 -0.268 0.65 -4.12 0.98
H -3.134 0.397 -1.229 -0.98 0.10 0.60
H 1.803 -1.918 -0.763 -2.43 1.59 1.46
N -0.280 0.674 -0.074 -2.26 3.93 -1.57
N -2.521 0.885 -0.575 0.39 -0.78 -1.67
N -0.209 -1.785 -0.626 -7.75 -6.62 -2.90
O -1.620 -1.356 -0.478 3.99 4.00 -0.09
```
Forces are in eV/Å.

# 9
Entry from OMol25: a 2-piece molecular cluster, C4H5N3O overall in a non-equilibrium geometry (ωB97M-V/def2-TZVPD).

Output
Relative energy (zero: lowest compared OMol25 entry of this formula, charge and spin) (eV): 7.285
Spin multiplicity: 1
Energy (eV): -10740.32949
Largest force on an atom (eV/A): 8.6

```
13
Properties=species:S:1:pos:R:3:forces:R:3
C 1.058 0.829 0.756 -1.09 3.87 -5.37
C -0.826 1.647 1.196 -0.66 0.94 2.81
C 0.058 -1.028 -0.958 0.27 1.03 -1.86
C -0.983 -1.861 -1.046 -1.96 -0.06 2.26
H 2.681 -0.156 0.302 -0.98 5.40 -1.80
H -1.377 2.414 1.928 0.01 -2.34 -2.31
H 0.868 -1.167 -1.820 -1.26 0.70 2.59
H -1.964 -1.771 -0.440 1.94 0.49 -0.79
H -1.032 -2.836 -1.522 0.80 0.44 -0.64
N 0.531 1.823 1.474 -0.85 -3.07 -1.73
N -1.238 0.656 0.368 2.69 2.31 0.13
N -0.006 0.311 -0.236 -0.19 -2.13 2.89
O 2.231 1.139 -0.002 1.28 -7.59 3.80
```
Forces are in eV/Å.

no.,LUMO level (eV),HOMO (eV),frontier orbital gap (eV)
1,-0.44,-9.014,8.572
2,-0.28,-11.330,11.047
3,-2.48,-9.302,6.826
4,-0.65,-9.458,8.811
5,0.24,-8.617,8.859
6,0.04,-10.166,10.207
7,-0.66,-9.919,9.263
8,0.33,-8.922,9.250
9,-0.72,-9.418,8.702